No. 1
Formula: C4H12N4
Source: OMol25
Level of theory: ωB97M-V/def2-TZVPD

```
20
Properties=species:S:1:pos:R:3
N -1.9636 0.3792 0.1014
C -1.0410 -0.6723 0.0831
C 0.0120 -0.5107 -1.1097
N -0.0753 0.6809 -1.9460
C 1.1713 -0.4714 -0.0777
N 1.7614 0.8077 -0.0488
C 0.1336 -0.6194 1.1093
N 0.0121 0.4657 2.0144
H -2.9383 0.0932 -0.0775
H -1.8710 0.8608 0.9783
H -1.4784 -1.6797 0.0422
H 0.0455 -1.4050 -1.7264
H 0.2445 0.3067 -2.8547
H -1.0384 1.0128 -1.9633
H 1.8484 -1.3083 -0.1207
H 2.8042 0.8749 0.0688
H 1.4529 1.3849 -0.8693
H 0.3089 -1.5766 1.6134
H -0.0504 0.1697 2.9685
H 0.6616 1.2070 1.8145
```

SMILES string = N[C@H]1[C@@H](N)[C@@H](N)[C@H]1N
strongest force on any atom = 3.249 eV/Å
gap between HOMO and LUMO = 9.534 eV

***

No. 2
Formula: C15H15FN8PtS
Source: OMol25
Level of theory: ωB97M-V/def2-TZVPD

```
41
Properties=species:S:1:pos:R:3
Pt 0.2062 0.1346 -0.1262
S -0.9126 1.1972 -1.7247
C -2.1699 1.8288 -0.7511
N -3.2800 2.4644 -1.2467
N -3.4966 2.2598 -2.5290
C -4.5175 2.9234 -3.2060
C -5.3173 3.8620 -2.5579
C -6.3134 4.5013 -3.2767
C -6.5181 4.2178 -4.6204
C -5.7152 3.2789 -5.2552
C -4.7145 2.6299 -4.5548
N -2.0772 1.7718 0.5672
N -0.9387 1.2150 0.9886
C -0.7469 1.2475 2.3847
C 0.2074 0.4313 2.9994
C 0.3638 0.4805 4.3769
C -0.4115 1.3302 5.1516
C -1.3539 2.1453 4.5343
C -1.5272 2.1134 3.1640
H -2.9885 1.5346 -3.0284
H -5.1492 4.0710 -1.5122
H -6.9381 5.2310 -2.7783
H -7.2997 4.7244 -5.1702
H -5.8677 3.0505 -6.3016
H -4.0848 1.8980 -5.0474
H 0.8242 -0.2411 2.4177
H 1.1100 -0.1511 4.8420
H -0.2762 1.3674 6.2248
H -1.9575 2.8204 5.1272
H -2.2605 2.7384 2.6797
F 1.3550 -1.1977 0.7351
N -2.6152 -1.3139 3.4690
C -3.4678 -2.3000 3.1362
N -4.1711 -2.8810 4.1398
N -3.6781 -2.7391 1.9154
C -2.8887 -2.1989 0.9933
N -2.1829 -1.7191 0.2101
H -2.3593 -1.1486 4.4258
H -2.0075 -0.9341 2.7592
H -4.2820 -2.4044 5.0159
H -4.9065 -3.5024 3.8515
```

strongest force on any atom = 0.443 eV/Å
gap between HOMO and LUMO (alpha / beta) = 6.215 / 6.215 eV
spin multiplicity = 3